# 1
26
Properties=species:S:1:pos:R:3:forces:R:3 method="wB97M-V/def2-TZVPD" lumo_ev=5.9 smiles="CNCCCC[C@]1(P(=O)([O-])[O-])OC1=O" charge=-2 molar_mass_da=221.1 homo_lumo_gap_ev=5.7191 fmax_ha_per_bohr=0.1131 e_above_lowest_ev=3.0645
C -0.283 -0.802 2.502 0.733 -3.051 -0.915
N -0.133 -0.586 1.058 1.943 0.903 5.404
C 0.948 0.184 0.615 1.674 -3.753 0.322
C 0.856 0.135 -0.854 -0.491 1.038 -2.097
C 0.014 1.269 -1.508 0.697 -0.432 0.565
C -1.517 1.077 -1.499 0.226 1.745 -2.321
C -2.289 0.779 -0.270 2.462 0.135 1.235
P -3.060 -0.933 -0.313 -2.418 -1.950 1.079
O -3.677 -1.214 1.037 0.815 0.495 1.061
O -4.107 -0.740 -1.341 -1.391 1.242 -2.172
O -2.057 -1.972 -0.771 1.808 0.743 0.344
O -2.901 2.108 0.165 -1.484 0.744 0.530
C -1.887 1.658 0.852 -0.288 -0.621 0.402
O -1.292 2.056 1.836 -0.355 -0.146 -0.969
H -1.039 -1.630 2.728 0.930 1.104 -0.656
H 0.681 -1.093 3.078 -0.913 0.473 -1.018
H -0.670 0.071 2.855 -0.899 2.415 1.863
H -0.771 -1.092 0.580 -1.883 -1.991 -3.026
H 1.937 -0.400 0.986 -1.104 1.170 -0.693
H 1.047 1.157 1.016 -0.261 1.363 0.568
H 0.502 -0.805 -1.184 -1.121 -1.234 0.083
H 1.758 0.111 -1.402 1.864 0.634 -0.090
H 0.326 2.142 -0.862 -0.466 -0.157 -1.209
H 0.378 1.325 -2.595 -0.610 0.485 1.456
H -1.948 2.066 -1.855 0.437 -0.859 0.240
H -1.809 0.395 -2.290 0.095 -0.492 0.013

# 2
20
Properties=species:S:1:pos:R:3:forces:R:3 method="wB97M-V/def2-TZVPD" lumo_ev=-2.4 molar_mass_da=112.2 homo_lumo_gap_ev=5.0362 fmax_ha_per_bohr=0.1125 e_above_lowest_ev=7.6451
C -2.348 0.342 -0.949 0.700 -0.085 -0.479
O -1.254 -0.282 -1.435 -0.030 -0.039 -0.041
C -1.899 0.955 0.386 0.875 0.834 1.611
C -0.971 -0.050 1.142 -0.289 -0.286 2.217
C 0.492 0.127 0.784 -4.419 -0.682 -3.670
C 0.955 -0.903 -0.222 1.839 1.254 -0.630
C 3.202 0.279 -0.010 -0.395 -0.939 0.703
C 2.249 -0.616 0.415 1.897 -1.293 0.712
H -2.705 1.142 -1.627 0.089 0.296 0.287
H -3.248 -0.266 -0.770 0.037 -0.539 0.214
H 0.844 1.137 0.691 0.049 0.199 0.200
H -1.248 1.817 0.195 -0.501 0.233 -0.277
H -2.684 1.242 1.102 -0.064 0.168 -0.393
H -1.120 0.057 2.237 -0.008 0.561 -0.276
H -1.411 -1.026 0.964 0.765 -0.429 -0.319
H 0.435 -1.838 -0.097 0.140 -0.213 -0.059
H 0.977 -0.513 -1.239 -0.489 -0.172 -0.035
H 3.618 0.260 -1.006 -0.822 0.630 -0.497
H 3.611 0.990 0.694 0.821 -0.553 0.229
H 2.388 -1.164 1.359 -0.194 1.055 0.505

# 3
20
Properties=species:S:1:pos:R:3:forces:R:3 method="wB97M-V/def2-TZVPD" lumo_ev=0.9 molar_mass_da=112.2 homo_lumo_gap_ev=10.2371 fmax_ha_per_bohr=0.0815 e_above_lowest_ev=2.2721
C -1.269 1.515 -0.421 0.164 0.395 -0.354
C -1.364 0.223 -0.077 -0.358 0.385 -1.473
C -2.258 -0.371 0.948 1.627 -1.768 1.962
C -0.568 -0.809 -0.883 -0.332 -0.701 0.740
C 0.557 -1.326 -0.055 0.767 1.403 1.440
C 1.742 -0.722 0.196 -0.395 -1.285 0.034
C 2.394 0.531 -0.365 0.242 -0.804 -2.307
O 2.258 1.604 0.549 3.201 0.246 -1.829
H -1.823 2.298 0.154 0.602 -0.704 -0.665
H -0.652 1.833 -1.334 -0.903 -0.400 1.624
H -1.551 -1.244 1.377 -1.862 1.857 -0.203
H -3.066 -0.955 0.460 0.134 0.713 0.418
H -2.570 0.322 1.804 0.200 -1.081 -1.413
H -0.240 -0.320 -1.742 0.784 0.748 -1.544
H -1.080 -1.730 -1.218 -0.598 0.698 0.195
H 0.212 -2.064 0.683 0.678 -0.255 -0.552
H 2.351 -1.265 0.938 -0.160 0.551 -0.201
H 1.998 0.803 -1.454 0.642 -0.465 2.199
H 3.477 0.267 -0.465 -0.752 0.599 -0.069
H 1.453 1.409 0.905 -3.683 -0.131 1.997

# 4
20
Properties=species:S:1:pos:R:3:forces:R:3 method="wB97M-V/def2-TZVPD" lumo_ev=0.8 molar_mass_da=112.2 homo_lumo_gap_ev=9.0498 fmax_ha_per_bohr=0.1005 e_above_lowest_ev=2.2604
C -2.718 -1.245 1.428 1.588 1.879 -0.367
C -1.960 -0.121 1.532 -1.891 -1.170 0.321
C -1.024 0.618 0.736 4.784 -0.736 -1.803
C 0.173 0.131 0.116 -4.708 -0.319 1.098
C 0.227 -1.367 -0.151 2.367 1.835 -1.672
C 1.319 0.963 -0.413 -0.462 -1.058 -0.123
C 1.469 0.825 -1.954 0.760 1.781 0.590
O 2.496 0.549 0.294 0.828 1.203 0.141
H -2.578 -1.960 0.636 -0.374 -0.132 -0.086
H -3.524 -1.253 2.125 -0.338 -0.884 0.393
H -2.207 0.495 2.389 -0.336 0.026 0.188
H -1.212 1.673 0.900 0.635 0.279 -0.261
H 1.303 -1.530 0.021 -0.383 -1.032 0.126
H -0.427 -1.952 0.428 -0.568 -0.688 0.787
H 0.079 -1.564 -1.254 -0.073 0.178 1.087
H 0.996 1.935 -0.092 0.412 1.049 -0.324
H 0.540 0.575 -2.363 -1.650 -0.129 -0.688
H 2.149 0.120 -2.389 0.667 -0.769 0.664
H 1.787 1.785 -2.393 -0.225 -0.169 0.204
H 3.113 1.321 0.405 -1.033 -1.142 -0.272